one | 21
Properties=species:S:1:pos:R:3 method="wB97M-V/def2-TZVPD" smiles=CCCNCN.O e_lumo_ha=0.032 mol_weight_da=106.2
C 1.21811 -1.57382 -1.50616
C -0.08389 -0.91734 -1.96815
C -1.08642 -0.51372 -0.87274
N -0.82704 0.86221 -0.40564
C -1.19927 1.10909 1.04872
N -0.15574 1.91065 1.63187
H 0.97117 -2.01559 -0.53622
H 2.07017 -0.91995 -1.31234
H 1.51663 -2.28528 -2.28314
H 0.08843 -0.07590 -2.63735
H -0.62397 -1.69680 -2.53628
H -1.10272 -1.17805 -0.00478
H -2.08556 -0.49167 -1.32591
H 0.13845 1.13001 -0.55632
H -2.18346 1.51305 0.80175
H -1.28615 0.13012 1.53995
H -0.33063 2.89324 1.45788
H -0.18041 1.79324 2.64039
O 1.86090 -0.27205 2.28282
H 2.32237 0.55148 2.38851
H 0.95905 0.04706 2.15311

two | 21
Properties=species:S:1:pos:R:3 method="wB97M-V/def2-TZVPD" smiles=C[C@H](N)CCN.O e_lumo_ha=0.036 mol_weight_da=106.2
C 1.34478 1.22195 -1.48254
C 0.19042 0.47437 -0.74809
N -0.95749 1.30134 -0.69521
C 0.64893 0.00177 0.68496
C 0.27428 -1.44066 1.13346
N 0.66117 -2.42137 0.20357
H 2.28408 0.69282 -1.62915
H 1.72233 2.01259 -0.87667
H 0.89316 1.60335 -2.37919
H -0.05490 -0.50949 -1.15045
H -0.72394 2.22305 -0.35482
H -1.21537 1.53842 -1.55549
H 1.75145 -0.03885 0.60704
H 0.46784 0.71485 1.51726
H -0.81191 -1.47381 1.37030
H 0.76721 -1.61907 2.04930
H 1.24137 -3.21415 0.68799
H -0.14851 -2.82760 -0.33927
O -3.13681 0.63364 0.74113
H -3.05819 0.27884 1.63269
H -2.13990 0.84801 0.58316

Bottom line: one, by a margin of 0.0064 hartree.

one | 14
Properties=species:S:1:pos:R:3 method="wB97M-V/def2-TZVPD" e_lumo_ha=0.019 mol_weight_da=92.1
O -0.16281 -0.47347 1.09896
C -1.40916 -1.17826 0.33790
C 0.59359 -0.37826 -0.18524
O 1.86053 0.04599 0.20552
C 0.03043 0.74367 -1.05607
O -0.27319 1.82700 -0.18516
H -0.40377 0.46394 1.29848
H -1.34154 -2.15155 0.82523
H -2.24704 -0.60560 0.73183
H 0.60477 -1.36555 -0.66389
H 2.18076 -0.62406 0.82265
H 0.81357 1.02409 -1.77258
H -0.88078 0.46462 -1.58162
H 0.58422 2.16421 0.10871

two | 14
Properties=species:S:1:pos:R:3 method="wB97M-V/def2-TZVPD" smiles=OCC(O)CO e_lumo_ha=0.023 mol_weight_da=92.1
O 0.55734 1.68858 0.63788
C 1.19303 0.61075 0.02292
C 0.42394 -0.42537 -0.69467
O -0.71631 0.15541 -1.39712
C -0.19125 -1.43259 0.29171
O -1.19050 -0.75293 1.11576
H -0.36632 1.25637 0.90891
H 2.00072 0.35437 0.75884
H 1.99122 1.16848 -0.66104
H 0.99602 -0.97428 -1.34309
H -0.55960 1.25914 -1.57513
H -0.69480 -2.31615 -0.15506
H 0.56224 -1.68742 1.02506
H -1.68802 -0.30576 0.46967

Bottom line: two, by a margin of 0.0936 hartree.

one | 14
Properties=species:S:1:pos:R:3 method="wB97M-V/def2-TZVPD" e_lumo_ha=0.020 mol_weight_da=92.1
O -0.32202 -1.11655 -0.49279
C -0.22374 -0.18386 -1.78990
C 0.68860 -0.15014 0.14226
O 0.98281 -0.81151 1.34231
C 0.01316 1.15220 0.58046
O -1.27013 0.79874 1.08186
H -1.15813 -0.88811 -0.01697
H 0.22570 -0.89079 -2.48412
H -1.26387 0.01268 -2.03129
H 1.58960 -0.02738 -0.47408
H 1.32819 -1.67582 1.08685
H 0.63142 1.59153 1.37697
H -0.12348 1.86728 -0.22759
H -1.09812 0.32174 1.90604

two | 14
Properties=species:S:1:pos:R:3 method="wB97M-V/def2-TZVPD" smiles="O=CCCO.O" e_lumo_ha=0.027 mol_weight_da=92.1
O -1.30032 -1.40682 0.73837
C -0.47858 -1.10702 -0.09346
C -0.17361 0.30748 -0.47113
C 0.91987 0.40958 -1.51035
O 2.08246 -0.34078 -1.13057
H 0.07565 -1.91100 -0.61148
H -1.08619 0.75323 -0.88309
H 0.01436 0.92403 0.40654
H 0.58848 -0.05543 -2.43350
H 1.18359 1.45045 -1.72716
H 2.66304 0.19618 -0.58603
O -1.22631 0.42089 2.98584
H -1.09311 -0.22819 2.28373
H -2.16931 0.58740 3.03227

Bottom line: two, by a margin of 0.1605 hartree.

one | 15
Properties=species:S:1:pos:R:3 method="wB97M-V/def2-TZVPD" charge=-2 smiles="C[C@H](C[S-])NC(=O)[O-]" e_lumo_ha=0.224 mol_weight_da=133.2
C -0.92654 -0.93550 0.68366
C -0.42073 0.31604 -0.05265
C -0.38590 0.12801 -1.56029
S -2.03022 0.12146 -2.39314
N 0.81240 0.90764 0.52830
C 1.99366 0.22145 0.90723
O 2.04058 -1.01752 0.75055
O 2.87792 1.00351 1.39560
H -1.75475 -1.41191 0.15210
H -1.48491 -0.64720 1.59860
H -0.22935 -1.72256 0.94037
H -1.25955 1.00286 0.12603
H 0.07440 1.00581 -2.01479
H 0.02606 -0.83862 -1.84398
H 0.66693 1.86654 0.78240

two | 15
Properties=species:S:1:pos:R:3 method="wB97M-V/def2-TZVPD" charge=-2 smiles="C[C@H](C[S-])NC(=O)[O-]" e_lumo_ha=0.227 mol_weight_da=133.2
C 0.30126 -1.50740 0.09954
C -0.11667 -0.09043 -0.30615
C 0.93384 0.42552 -1.31839
S 0.44781 0.21987 -3.10862
N -0.21732 0.84019 0.81920
C -1.40868 1.07305 1.54969
O -2.47020 0.59650 1.08780
O -1.26378 1.79816 2.57470
H 0.48242 -2.03921 -0.82731
H -0.43487 -2.03714 0.69789
H 1.25038 -1.43929 0.63277
H -1.08844 -0.08100 -0.77434
H 1.09867 1.47846 -1.14368
H 1.81771 -0.21976 -1.25486
H 0.66787 0.98247 1.27176

Bottom line: two, by a margin of 0.0085 hartree.

one | 11
Properties=species:S:1:pos:R:3 method="wB97M-V/def2-TZVPD" smiles="O=c1c#c[nH]cn1.[H][H]" e_lumo_ha=-0.024 mol_weight_da=96.1
O -2.19864 -0.94909 -0.37076
C -1.14287 -0.38808 -0.27832
C -0.00161 -0.53352 0.58329
C 1.12000 -0.00527 0.68840
N 1.42322 1.00336 -0.16914
C 0.40805 1.29123 -1.06616
N -0.72722 0.69905 -1.12910
H 2.29943 1.50534 -0.18697
H 0.62521 2.09499 -1.76612
H -0.79850 -2.18958 2.16251
H -1.00705 -2.52843 1.53236

two | 11
Properties=species:S:1:pos:R:3 method="wB97M-V/def2-TZVPD" e_lumo_ha=0.012 mol_weight_da=96.1
C -1.17211 3.56233 0.73345
C -0.88337 2.38394 0.52828
C 0.71202 -0.62699 0.00229
C 1.07371 -1.91861 -0.53300
N -0.86026 1.10501 0.44199
N 0.03684 0.32457 0.13617
O -0.06849 -2.80665 -0.61652
H -1.34111 4.63224 0.79782
H 1.82480 -2.58483 0.13244
H 1.55395 -1.70046 -1.50978
H -0.87597 -2.37055 -0.11313

three | 11
Properties=species:S:1:pos:R:3 method="wB97M-V/def2-TZVPD" smiles="C=C=C1N=N1.C=O" e_lumo_ha=-0.023 mol_weight_da=96.1
C 0.89193 -1.92109 0.14442
C -0.12158 -1.06930 0.21318
C -1.13666 -0.36635 0.23436
N -2.28335 0.13824 0.90570
N -1.96548 0.64806 -0.19776
H 0.89009 -2.86349 -0.38224
H 1.85380 -1.52394 0.51619
C 0.44482 1.71020 -0.30201
O 1.43982 1.46205 0.31719
H -0.22848 2.51640 -0.13162
H 0.21509 1.26922 -1.31742

four | 11
Properties=species:S:1:pos:R:3 method="wB97M-V/def2-TZVPD" smiles="O=Cc1cnc[nH]1" e_lumo_ha=-0.006 mol_weight_da=96.1
O -2.23193 -1.46854 0.46819
C -1.81552 -0.36769 0.18353
C -0.39853 -0.00145 0.03564
C 0.21944 1.19985 -0.13352
N 1.57952 1.05764 -0.01235
C 1.77485 -0.22715 0.12227
N 0.60912 -0.99550 0.15331
H -2.49075 0.49318 0.04719
H -0.23534 2.16469 -0.29982
H 2.76250 -0.67156 0.23251
H 0.16775 -1.13779 -0.80232

Bottom line: four, by a margin of 0.0969 hartree.

one | 11
Properties=species:S:1:pos:R:3 method="wB97M-V/def2-TZVPD" e_lumo_ha=0.025 mol_weight_da=96.1
N 2.39265 -0.87039 0.31170
C 1.60063 -0.41227 1.07513
C 1.02168 0.08241 -0.55714
O -0.12276 -0.61223 -0.80321
C -1.15436 -0.45589 0.15481
C -1.59474 0.94897 0.24918
N -1.89755 2.06332 0.30929
H 1.66540 0.00045 -1.42744
H 0.87954 1.12701 -0.27167
H -1.98176 -1.08322 -0.18208
H -0.80874 -0.78817 1.14142

two | 11
Properties=species:S:1:pos:R:3 method="wB97M-V/def2-TZVPD" e_lumo_ha=-0.038 mol_weight_da=96.1
C 1.47453 0.63768 -0.10953
C 0.11008 0.29020 0.23023
C -0.82866 1.16090 -0.01176
C -1.84920 0.30007 -0.00197
H 1.92315 -1.31949 -0.11139
H 1.75893 1.64399 -0.25949
H -0.79855 2.25048 0.22255
H -3.05452 0.39546 -0.35950
N -1.54688 -1.02997 -0.09589
N -0.22209 -1.03299 0.10039
O 2.38916 -0.35785 -0.02069

three | 11
Properties=species:S:1:pos:R:3 method="wB97M-V/def2-TZVPD" e_lumo_ha=-0.021 mol_weight_da=96.1
H 2.77996 -0.06710 0.12684
N 1.97813 -0.82258 0.02491
C 0.78180 -0.38390 -0.14791
C 0.39495 1.03363 -0.06872
C -0.93739 1.13705 0.05457
C -1.52020 -0.26133 0.00173
O -2.65406 -0.70346 -0.07646
N -0.41619 -1.17277 0.08154
H 1.45260 1.45980 -0.20683
H -1.62350 1.94002 0.24211
H -0.23610 -2.15936 -0.03179

Bottom line: three, by a margin of 0.0815 hartree.